The following is a quantum chemistry calculation of a structure of composition C29H40Br2N2OSbTa, from OMol25.

```
76
Properties=species:S:1:pos:R:3:forces:R:3:lowdin_charge:R:1
Ta 11.77816 9.45193 10.13622 -1.3 0.6 -3.2 1.5305
Br 10.89428 14.30388 9.36101 -0.3 -0.6 1.2 0.8866
C 10.58858 13.26732 10.92217 0.3 -1.9 1.9 -0.5501
C 9.94197 13.69487 12.10343 -0.4 0.9 -0.5 -0.1399
C 9.72751 12.91508 13.24718 1.0 1.4 -0.8 -0.6304
Br 8.94230 13.90395 14.58532 -0.4 -0.1 1.2 0.9175
C 10.21007 11.59077 13.38240 -0.1 1.1 -1.5 -0.1676
C 10.39600 10.80511 14.50915 -0.4 -2.4 -0.8 0.0794
C 10.55882 9.40044 14.31873 0.3 1.0 1.6 -0.0003
C 10.82226 8.87260 13.07781 0.0 1.2 -0.9 -0.0502
N 10.98145 9.71733 11.99412 -0.6 -0.6 2.3 -0.1206
C 10.64892 11.07330 12.11980 1.4 -0.6 0.6 -0.1783
C 10.99061 11.90576 11.03618 -1.0 1.9 -2.7 -0.3547
O 11.43922 11.38922 9.82980 0.3 -2.3 1.2 -0.3133
H 9.56824 14.73352 12.11351 0.2 -0.7 0.1 0.1102
H 10.38779 11.15254 15.51718 -0.4 0.6 0.4 0.1281
H 10.54710 8.78387 15.24405 0.1 0.3 -1.1 0.1435
H 10.95677 7.80561 12.93204 0.0 0.1 -0.2 0.1324
C 16.94483 10.87217 9.48800 0.2 1.4 -0.2 -0.0928
C 15.50547 10.93743 10.02131 -0.4 -1.0 -1.4 -0.6628
C 15.30310 10.98590 11.48654 2.8 1.8 1.3 -0.1613
C 14.77299 12.06842 9.29208 -0.1 0.0 1.2 -0.1007
Sb 14.44210 8.90586 9.54462 2.2 -1.2 -0.9 1.4448
C 15.42820 7.01899 10.81832 0.2 1.6 0.3 -0.5639
C 15.83712 7.65050 12.17336 -0.7 -0.9 -0.1 -0.1138
C 16.67049 6.60543 10.01127 0.5 1.2 -0.6 -0.0896
C 14.40125 5.91841 10.92309 -1.2 -0.1 -1.0 -0.1158
C 14.92770 8.37048 7.32266 -1.8 -0.1 -0.2 -0.6021
C 13.90446 9.30402 6.53138 -0.2 -1.6 0.4 -0.1192
C 16.41886 8.57265 7.02935 0.4 1.6 1.8 -0.0978
C 14.44896 6.92696 6.99251 0.0 -0.5 0.3 -0.1055
H 17.54278 11.71134 9.93683 -0.6 -0.5 -0.3 0.1173
H 16.89341 11.09191 8.40664 0.2 -0.2 0.5 0.0747
H 17.56930 9.99466 9.61361 -0.4 -0.4 0.3 0.0715
H 15.61474 12.02890 11.87306 -0.4 -1.3 -0.5 0.1395
H 16.01748 10.28833 11.96179 -0.8 0.4 0.1 0.0668
H 14.29636 10.84735 11.78910 -1.0 -0.3 0.5 0.0328
H 15.37074 12.98185 9.43035 0.1 -0.2 -0.2 0.1086
H 13.80660 12.31164 9.78732 0.4 -0.4 -0.7 0.0673
H 14.71632 11.84088 8.23682 -0.4 0.3 -0.2 0.0644
H 16.43346 8.54255 12.00080 0.2 -0.3 0.3 0.0471
H 16.41270 6.88048 12.72900 0.0 0.5 -0.3 0.1067
H 14.97072 7.87040 12.83090 0.4 0.2 -0.5 0.0887
H 16.38526 5.80036 9.30278 0.6 0.3 0.5 0.0867
H 17.52131 6.36270 10.71270 -1.0 -0.2 -0.8 0.1150
H 17.06700 7.47091 9.37815 -0.5 -1.3 1.1 0.0508
H 13.32120 6.19600 10.89708 0.7 0.3 0.0 0.0651
H 14.47434 5.35398 11.83820 0.5 -0.3 0.4 0.0891
H 14.52567 5.24319 10.06571 -0.1 0.0 0.4 0.0788
H 13.94121 10.32633 6.87487 0.2 0.5 -0.3 0.0350
H 12.86557 8.89748 6.77090 1.2 0.7 -0.4 0.0685
H 14.05480 9.19500 5.42632 0.0 0.3 0.9 0.1118
H 17.09259 8.29809 7.90308 -0.9 0.4 -1.2 0.0581
H 16.62937 9.66937 6.82032 -0.1 -1.5 -0.1 0.0979
H 16.72826 7.91714 6.23869 0.1 0.0 -0.7 0.0790
H 13.34604 6.90383 6.85182 0.8 0.1 -0.4 0.0595
H 14.57670 6.18380 7.79821 0.5 0.3 -0.2 0.0558
H 15.00696 6.54692 6.08446 -0.8 0.4 0.9 0.1156
C 10.41611 5.94003 7.69125 1.1 0.3 -2.1 -0.0585
C 9.28158 6.89550 7.92019 -1.1 -1.4 0.6 -0.1897
C 7.97039 6.43598 7.51395 1.8 0.9 0.2 -0.0222
C 6.85805 7.08980 7.93224 -0.2 0.9 1.1 -0.0620
C 6.98413 8.19352 8.77268 1.3 1.5 0.2 -0.0376
C 8.22432 8.75168 9.12171 0.6 -1.3 -0.1 -0.1770
C 8.22627 10.00358 9.98435 -0.3 -0.1 -2.1 -0.0324
C 9.45703 8.02998 8.74952 -4.3 -0.2 -1.8 -0.2922
N 10.65656 8.52931 9.07301 2.6 1.1 2.6 -0.1505
H 10.38099 4.99393 8.26427 -0.2 0.6 -0.1 0.0966
H 11.36911 6.47763 7.88190 -0.4 -0.6 0.1 0.0344
H 10.45570 5.66068 6.57848 -0.1 0.2 1.5 0.1160
H 7.84672 5.60545 6.83899 0.4 -0.3 0.1 0.1196
H 5.86043 6.77762 7.73357 -0.5 -0.4 -0.5 0.1115
H 6.13471 8.79821 9.09062 -0.1 -0.5 -0.1 0.1187
H 9.06291 9.95593 10.68583 -0.6 0.5 -0.1 0.0277
H 7.24587 9.98327 10.43406 0.0 0.3 0.9 0.0762
H 8.17954 10.90606 9.29230 0.7 -0.8 1.1 0.1268
```
Positions in Å, forces in eV/Å.

Summary:
E: -6758.419137 Eh
HOMO: -13.20 eV
Net charge: +2
Kohn-Sham gap: 5.59 eV
Maximum force: 4.7 eV Å⁻¹
Energy relative to the best compared isomer or geometry (same formula, charge and spin): 17.57 kcal/mol